{"formula": "C32H72NO4P2S", "method": "ωB97M-V/def2-TZVPD", "total_charge": 1, "lumo_energy_ev": -3.5, "homo_ha": -0.341, "species": ["S", "P", "P", "C", "C", "C", "C", "C", "C", "C", "C", "C", "C", "C", "C", "N", "C", "C", "C", "C", "H", "H", "H", "H", "H", "H", "H", "H", "H", "H", "H", "H", "H", "H", "H", "H", "H", "H", "H", "H", "H", "H", "H", "H", "H", "H", "H", "H", "H", "H", "H", "H", "C", "C", "O", "C", "C", "H", "H", "H", "H", "H", "H", "H", "H", "H", "H", "C", "C", "O", "C", "C", "H", "H", "H", "H", "H", "H", "H", "H", "H", "H", "C", "C", "O", "C", "C", "H", "H", "H", "H", "H", "H", "H", "H", "H", "H", "C", "C", "O", "C", "C", "H", "H", "H", "H", "H", "H", "H", "H", "H", "H"], "coordinates": [[-0.81, -2.24, -1.04], [-2.02, -3.28, 0.04], [-4.00, -3.56, -0.90], [-4.76, -2.07, -1.64], [-4.27, -0.71, -1.10], [-4.78, -0.36, 0.32], [-3.72, -0.52, 1.45], [-3.57, 0.77, 2.32], [-2.32, 1.57, 1.90], [-2.27, 1.88, 0.38], [-0.98, 2.65, -0.02], [0.22, 1.69, 0.11], [1.36, 1.93, -0.90], [2.01, 0.65, -1.44], [2.42, -0.38, -0.38], [3.84, -0.30, 0.01], [4.68, 0.76, -0.06], [5.87, 0.26, 0.47], [5.68, -1.07, 0.85], [4.39, -1.40, 0.55], [-1.53, -4.60, 0.15], [-2.20, -2.83, 1.36], [-4.87, -4.19, 0.01], [-3.80, -4.48, -1.96], [-5.83, -2.13, -1.46], [-4.62, -2.11, -2.72], [-4.71, 0.04, -1.76], [-3.19, -0.59, -1.20], [-5.71, -0.89, 0.57], [-5.03, 0.70, 0.29], [-2.73, -0.72, 1.03], [-4.05, -1.35, 2.10], [-4.50, 1.33, 2.27], [-3.44, 0.43, 3.35], [-2.29, 2.52, 2.45], [-1.44, 0.95, 2.11], [-3.17, 2.37, -0.01], [-2.20, 0.90, -0.10], [-1.07, 3.11, -1.00], [-0.86, 3.41, 0.76], [0.64, 1.79, 1.12], [-0.09, 0.64, 0.03], [0.94, 2.46, -1.77], [2.12, 2.59, -0.49], [1.27, 0.17, -2.09], [2.85, 0.91, -2.09], [1.84, -0.30, 0.55], [2.22, -1.38, -0.76], [4.43, 1.73, -0.45], [6.79, 0.80, 0.61], [6.39, -1.74, 1.31], [3.89, -2.34, 0.71], [-4.76, 5.30, 1.58], [-5.45, 4.92, 2.88], [-4.54, 4.55, 3.90], [-3.61, 5.54, 4.31], [-4.26, 6.80, 4.85], [-4.14, 4.47, 1.22], [-5.50, 5.54, 0.82], [-4.12, 6.17, 1.70], [-6.08, 4.05, 2.70], [-6.11, 5.72, 3.23], [-2.92, 5.77, 3.49], [-3.01, 5.08, 5.10], [-4.86, 7.31, 4.10], [-3.49, 7.50, 5.19], [-4.91, 6.57, 5.70], [4.90, -6.68, 2.91], [5.71, -5.69, 2.09], [5.22, -4.36, 2.16], [5.18, -3.77, 3.45], [6.54, -3.68, 4.12], [3.86, -6.68, 2.59], [5.30, -7.69, 2.78], [4.92, -6.45, 3.97], [5.66, -5.97, 1.04], [6.76, -5.72, 2.38], [4.46, -4.29, 4.09], [4.79, -2.76, 3.30], [6.98, -4.66, 4.30], [6.45, -3.17, 5.09], [7.24, -3.11, 3.50], [5.98, 6.97, -1.81], [5.26, 5.82, -1.13], [5.56, 4.55, -1.67], [6.92, 4.15, -1.61], [7.47, 4.08, -0.20], [5.75, 6.98, -2.88], [5.67, 7.92, -1.38], [7.06, 6.89, -1.71], [4.18, 5.95, -1.25], [5.45, 5.83, -0.05], [7.53, 4.81, -2.25], [6.97, 3.16, -2.06], [7.46, 5.04, 0.30], [8.50, 3.72, -0.22], [6.87, 3.38, 0.38], [-6.89, -5.23, -5.62], [-5.65, -4.51, -5.13], [-4.72, -5.35, -4.46], [-4.19, -6.43, -5.21], [-3.44, -6.00, -6.46], [-7.40, -5.71, -4.79], [-7.57, -4.52, -6.10], [-6.65, -6.00, -6.36], [-5.94, -3.74, -4.41], [-5.15, -3.98, -5.95], [-4.99, -7.14, -5.46], [-3.51, -6.96, -4.54], [-4.08, -5.47, -7.16], [-3.02, -6.87, -6.96], [-2.62, -5.33, -6.19]]}


{"formula": "C32H73N2O3PS2", "method": "ωB97M-V/def2-TZVPD", "total_charge": 0, "lumo_energy_ev": -0.8, "smiles": "O=NO[PH3]CCCSC(=S)N1CCOCC1.CCCCCC.CCCCCC.CCCCCC.CCCCCC", "homo_ha": -0.308, "species": ["O", "N", "O", "P", "C", "C", "C", "S", "C", "S", "N", "C", "C", "O", "C", "C", "H", "H", "H", "H", "H", "H", "H", "H", "H", "H", "H", "H", "H", "H", "H", "H", "H", "C", "C", "C", "C", "C", "C", "H", "H", "H", "H", "H", "H", "H", "H", "H", "H", "H", "H", "H", "H", "C", "C", "C", "C", "C", "C", "H", "H", "H", "H", "H", "H", "H", "H", "H", "H", "H", "H", "H", "H", "C", "C", "C", "C", "C", "C", "H", "H", "H", "H", "H", "H", "H", "H", "H", "H", "H", "H", "H", "H", "C", "C", "C", "C", "C", "C", "H", "H", "H", "H", "H", "H", "H", "H", "H", "H", "H", "H", "H", "H"], "coordinates": [[-0.68, 3.29, 2.56], [-1.27, 3.84, 1.65], [-2.63, 3.73, 1.80], [-3.03, 2.07, 1.35], [-3.39, 0.23, 0.98], [-2.45, -0.43, -0.20], [-3.21, -0.18, -1.63], [-2.08, 0.10, -3.10], [-0.62, 1.13, -2.56], [-0.99, 2.81, -2.28], [0.79, 0.73, -2.31], [1.06, -0.73, -2.17], [2.35, -1.13, -3.16], [3.59, -0.40, -2.82], [3.31, 1.00, -2.46], [1.83, 1.50, -3.08], [-3.12, 1.77, 2.76], [-1.83, 2.07, 0.55], [-4.26, 2.53, 0.71], [-4.51, 0.16, 0.58], [-3.35, -0.43, 1.96], [-1.38, 0.04, -0.11], [-2.31, -1.59, 0.04], [-3.88, 0.77, -1.50], [-3.87, -1.16, -1.82], [0.22, -1.48, -2.46], [1.39, -0.95, -1.06], [2.04, -1.00, -4.30], [2.52, -2.29, -3.01], [4.17, 1.75, -2.69], [3.14, 1.01, -1.28], [1.82, 2.67, -2.88], [1.79, 1.37, -4.25], [-3.22, -7.45, -4.22], [-4.43, -7.16, -3.34], [-5.06, -5.79, -3.61], [-4.15, -4.59, -3.32], [-3.61, -4.51, -1.89], [-4.70, -4.36, -0.85], [-2.41, -6.73, -4.04], [-2.83, -8.45, -4.01], [-3.49, -7.40, -5.28], [-4.15, -7.26, -2.29], [-5.19, -7.94, -3.53], [-5.98, -5.71, -3.01], [-5.38, -5.75, -4.66], [-4.72, -3.68, -3.54], [-3.31, -4.60, -4.02], [-2.94, -3.64, -1.83], [-3.00, -5.39, -1.66], [-5.30, -3.45, -1.03], [-4.26, -4.27, 0.15], [-5.38, -5.22, -0.83], [5.35, -1.72, 2.63], [4.01, -2.00, 3.28], [3.55, -3.45, 3.12], [3.32, -3.91, 1.68], [2.30, -3.08, 0.89], [0.90, -3.13, 1.48], [5.32, -1.88, 1.55], [5.64, -0.68, 2.80], [6.13, -2.36, 3.05], [3.25, -1.31, 2.88], [4.08, -1.78, 4.36], [2.63, -3.60, 3.70], [4.30, -4.11, 3.58], [2.99, -4.95, 1.69], [4.27, -3.90, 1.13], [2.26, -3.47, -0.14], [2.63, -2.04, 0.81], [0.53, -4.16, 1.52], [0.21, -2.55, 0.86], [0.87, -2.72, 2.49], [9.31, 3.32, 0.25], [9.37, 3.25, 1.77], [10.45, 2.28, 2.28], [10.25, 0.81, 1.88], [8.92, 0.19, 2.32], [8.74, 0.15, 3.83], [9.04, 2.36, -0.19], [8.55, 4.05, -0.05], [10.27, 3.64, -0.16], [8.39, 2.97, 2.17], [9.59, 4.25, 2.16], [10.50, 2.36, 3.37], [11.43, 2.61, 1.91], [11.07, 0.23, 2.31], [10.34, 0.71, 0.79], [8.87, -0.84, 1.93], [8.08, 0.73, 1.86], [9.55, -0.42, 4.29], [7.79, -0.33, 4.08], [8.73, 1.15, 4.26], [-5.95, 4.68, 1.95], [-6.81, 4.33, 0.75], [-6.76, 5.38, -0.36], [-7.29, 6.76, 0.02], [-8.73, 6.79, 0.53], [-9.74, 6.33, -0.51], [-6.29, 5.61, 2.43], [-6.00, 3.89, 2.70], [-4.90, 4.81, 1.66], [-7.84, 4.16, 1.08], [-6.46, 3.37, 0.34], [-7.32, 5.00, -1.23], [-5.72, 5.48, -0.70], [-7.21, 7.42, -0.85], [-6.64, 7.20, 0.79], [-8.98, 7.82, 0.82], [-8.83, 6.19, 1.44], [-9.69, 6.95, -1.40], [-10.76, 6.40, -0.10], [-9.57, 5.29, -0.80]]}


{"formula": "C32H74BF6MgNO19S2", "method": "ωB97M-V/def2-TZVPD", "total_charge": 0, "lumo_energy_ev": -0.1, "e_above_lowest_ev": 0.467, "homo_ha": -0.337, "species": ["Mg", "C", "F", "F", "F", "S", "O", "O", "N", "S", "O", "O", "C", "F", "F", "F", "B", "H", "H", "H", "H", "C", "O", "C", "C", "O", "C", "C", "O", "C", "H", "H", "H", "H", "H", "H", "H", "H", "H", "H", "H", "H", "H", "H", "C", "O", "C", "C", "O", "C", "C", "O", "C", "H", "H", "H", "H", "H", "H", "H", "H", "H", "H", "H", "H", "H", "H", "C", "O", "C", "C", "O", "C", "C", "O", "C", "H", "H", "H", "H", "H", "H", "H", "H", "H", "H", "H", "H", "H", "H", "C", "O", "C", "C", "O", "C", "C", "O", "C", "H", "H", "H", "H", "H", "H", "H", "H", "H", "H", "H", "H", "H", "H", "C", "O", "C", "C", "O", "C", "C", "O", "C", "H", "H", "H", "H", "H", "H", "H", "H", "H", "H", "H", "H", "H", "H"], "coordinates": [[-2.23, 0.64, 2.73], [-3.79, 2.61, 5.86], [-2.53, 3.02, 6.06], [-4.54, 2.86, 6.95], [-4.25, 3.20, 4.75], [-3.66, 0.64, 5.47], [-3.83, -0.01, 6.77], [-4.77, 0.31, 4.58], [-2.13, 0.51, 4.57], [-1.24, -0.33, 5.65], [-1.24, 0.15, 7.00], [-1.48, -1.72, 5.56], [0.66, -0.13, 5.08], [0.79, -1.01, 4.08], [0.94, 1.04, 4.55], [1.53, -0.36, 6.04], [-0.80, 0.12, 1.46], [-0.84, -0.46, 2.37], [-1.78, 0.20, 1.02], [-0.51, 1.13, 1.71], [-0.11, -0.37, 0.79], [-1.83, -9.86, -0.72], [-2.68, -9.96, -1.84], [-3.18, -8.62, -2.22], [-2.01, -7.85, -2.82], [-1.05, -7.30, -1.86], [-0.30, -6.21, -2.44], [0.49, -5.56, -1.31], [-0.40, -4.92, -0.41], [0.24, -4.29, 0.69], [-2.16, -9.18, 0.06], [-0.84, -9.54, -1.02], [-1.82, -10.79, -0.14], [-3.62, -8.11, -1.36], [-3.98, -8.73, -2.95], [-2.38, -6.99, -3.38], [-1.51, -8.45, -3.57], [-0.90, -5.47, -2.97], [0.40, -6.56, -3.19], [1.11, -4.75, -1.71], [1.16, -6.28, -0.84], [-0.10, -3.26, 0.65], [1.33, -4.29, 0.63], [-0.19, -4.77, 1.57], [-3.20, -2.42, -3.10], [-2.23, -1.38, -3.31], [-1.02, -1.54, -2.50], [0.13, -0.54, -2.63], [0.71, -0.36, -3.95], [-0.10, 0.28, -4.94], [0.61, 0.22, -6.29], [0.94, -1.02, -6.79], [1.37, -1.14, -8.12], [-2.93, -3.33, -2.57], [-3.62, -2.65, -4.08], [-4.03, -2.03, -2.51], [-0.68, -2.55, -2.74], [-1.23, -1.55, -1.43], [0.97, -0.70, -1.95], [-0.32, 0.43, -2.43], [-0.47, 1.27, -4.69], [-1.00, -0.32, -5.09], [1.51, 0.83, -6.28], [0.06, 0.78, -7.05], [1.38, -2.22, -8.30], [2.29, -0.72, -8.52], [0.46, -0.87, -8.67], [-1.05, 3.55, 3.38], [-1.97, 2.63, 2.66], [-2.64, 3.26, 1.59], [-4.02, 2.62, 1.52], [-3.74, 1.28, 1.70], [-4.91, 0.46, 1.38], [-4.38, -1.00, 1.44], [-3.34, -1.12, 2.45], [-2.92, -2.44, 2.54], [-0.94, 3.31, 4.43], [-1.43, 4.58, 3.40], [-0.11, 3.71, 2.84], [-2.04, 3.07, 0.69], [-2.77, 4.34, 1.66], [-4.54, 2.99, 0.64], [-4.56, 3.01, 2.38], [-5.27, 0.81, 0.42], [-5.68, 0.72, 2.11], [-4.15, -1.32, 0.42], [-5.17, -1.69, 1.75], [-2.56, -2.77, 1.56], [-3.63, -3.15, 2.96], [-2.04, -2.49, 3.18], [4.12, 0.91, -1.58], [3.60, 1.16, -0.23], [3.13, 0.03, 0.43], [2.58, 0.29, 1.90], [3.57, 0.83, 2.75], [3.78, 2.28, 2.84], [5.10, 2.60, 3.68], [5.04, 1.86, 4.92], [6.22, 2.02, 5.75], [3.49, 0.22, -2.14], [5.12, 0.50, -1.44], [4.14, 1.77, -2.24], [3.99, -0.64, 0.53], [2.32, -0.47, -0.10], [2.26, -0.67, 2.32], [1.70, 0.94, 1.86], [3.01, 2.79, 3.42], [3.74, 2.78, 1.87], [5.31, 3.66, 3.82], [5.96, 2.32, 3.07], [6.51, 3.06, 5.82], [7.10, 1.57, 5.28], [6.14, 1.59, 6.75], [4.00, 7.87, -1.86], [3.52, 6.54, -1.48], [2.09, 6.40, -1.53], [1.42, 6.18, -2.89], [2.04, 5.20, -3.74], [2.31, 3.89, -3.30], [1.10, 3.00, -3.23], [0.38, 3.25, -2.03], [0.82, 2.68, -0.82], [5.07, 7.73, -1.69], [3.76, 8.78, -1.32], [3.87, 7.91, -2.95], [1.67, 7.18, -0.90], [1.81, 5.52, -0.95], [1.55, 7.13, -3.41], [0.36, 5.98, -2.70], [2.81, 3.76, -2.34], [3.04, 3.48, -3.99], [1.40, 1.98, -3.47], [0.55, 3.38, -4.09], [1.21, 1.71, -1.11], [-0.02, 2.67, -0.12], [1.65, 3.24, -0.39]]}


{"formula": "C32H74BrN4O", "method": "ωB97M-V/def2-TZVPD", "total_charge": 3, "lumo_energy_ev": -5.9, "e_above_lowest_ev": 0.000, "homo_ha": -0.503, "species": ["C", "C", "C", "C", "N", "C", "C", "C", "C", "C", "H", "H", "H", "H", "H", "H", "H", "H", "H", "H", "H", "H", "H", "H", "H", "H", "H", "H", "H", "H", "C", "C", "C", "C", "N", "C", "C", "C", "C", "C", "H", "H", "H", "H", "H", "H", "H", "H", "H", "H", "H", "H", "H", "H", "H", "H", "H", "H", "H", "H", "C", "C", "C", "C", "N", "C", "C", "C", "C", "C", "H", "H", "H", "H", "H", "H", "H", "H", "H", "H", "H", "H", "H", "H", "H", "H", "H", "H", "H", "H", "C", "N", "C", "C", "C", "C", "O", "H", "H", "H", "H", "H", "H", "H", "H", "H", "H", "H", "H", "H", "H", "Br"], "coordinates": [[-4.24, -1.29, 2.17], [-3.77, -2.74, 2.43], [-4.79, -3.74, 1.92], [-4.32, -5.22, 1.96], [-5.26, -6.21, 1.35], [-5.52, -6.04, -0.15], [-4.45, -6.82, -0.91], [-3.75, -7.68, 0.16], [-4.68, -7.62, 1.38], [-6.57, -6.15, 2.06], [-4.76, -1.35, 1.20], [-3.49, -0.51, 2.06], [-5.02, -0.94, 2.84], [-3.70, -2.81, 3.52], [-2.79, -2.90, 2.00], [-5.02, -3.50, 0.87], [-5.72, -3.71, 2.48], [-4.04, -5.55, 2.96], [-3.37, -5.31, 1.41], [-6.48, -6.48, -0.39], [-5.51, -4.99, -0.43], [-4.89, -7.54, -1.60], [-3.73, -6.12, -1.31], [-3.53, -8.70, -0.15], [-2.78, -7.31, 0.49], [-5.44, -8.38, 1.47], [-4.14, -7.71, 2.32], [-6.37, -6.13, 3.12], [-7.13, -7.02, 1.71], [-7.14, -5.27, 1.78], [-0.39, 3.05, -5.76], [-0.70, 2.65, -4.34], [0.10, 1.50, -3.76], [-0.27, 1.24, -2.33], [0.08, -0.16, -1.84], [-0.60, -1.25, -2.65], [-1.94, -1.49, -2.01], [-1.92, -0.81, -0.62], [-0.43, -0.42, -0.44], [1.55, -0.37, -1.90], [0.48, 3.70, -5.83], [-1.20, 3.61, -6.21], [-0.26, 2.15, -6.37], [-1.77, 2.42, -4.24], [-0.69, 3.50, -3.63], [1.17, 1.71, -3.86], [-0.06, 0.64, -4.43], [-1.34, 1.32, -2.18], [0.30, 1.94, -1.71], [0.03, -2.10, -2.34], [-0.55, -1.29, -3.74], [-2.00, -2.57, -1.88], [-2.81, -1.17, -2.59], [-2.21, -1.49, 0.17], [-2.51, 0.10, -0.55], [0.15, -1.19, 0.05], [-0.36, 0.55, 0.04], [2.05, 0.43, -1.36], [1.83, -0.37, -2.96], [1.79, -1.37, -1.56], [-0.59, -1.30, 3.73], [0.30, -0.07, 3.51], [1.80, -0.40, 3.54], [2.61, 0.72, 2.89], [4.09, 0.45, 2.69], [4.80, 0.05, 3.98], [5.14, 1.38, 4.66], [5.07, 2.46, 3.57], [4.80, 1.74, 2.26], [4.24, -0.64, 1.67], [-1.64, -1.02, 3.66], [-0.36, -1.77, 4.68], [-0.35, -2.01, 2.92], [0.02, 0.64, 4.29], [0.09, 0.50, 2.59], [1.95, -1.34, 3.02], [2.00, -0.57, 4.60], [2.57, 1.62, 3.50], [2.18, 1.00, 1.93], [5.63, -0.60, 3.72], [4.10, -0.50, 4.61], [6.11, 1.23, 5.13], [4.44, 1.58, 5.46], [6.10, 2.84, 3.59], [4.34, 3.22, 3.79], [5.63, 1.38, 1.66], [4.07, 2.29, 1.67], [3.67, -0.37, 0.79], [3.76, -1.51, 2.11], [5.30, -0.76, 1.47], [2.59, 5.31, -3.93], [3.24, 6.40, -3.14], [4.46, 6.91, -3.85], [2.26, 7.54, -2.99], [3.70, 5.91, -1.79], [2.72, 4.99, -1.09], [1.38, 5.44, -1.15], [1.56, 5.14, -3.63], [3.13, 4.38, -3.81], [2.65, 5.63, -4.97], [5.20, 6.13, -4.00], [4.86, 7.75, -3.28], [4.10, 7.24, -4.82], [2.58, 8.17, -2.17], [1.27, 7.15, -2.77], [2.24, 8.07, -3.94], [3.91, 6.81, -1.22], [4.60, 5.31, -1.90], [3.02, 4.77, -0.06], [2.76, 4.02, -1.61], [0.88, 4.80, -0.59], [-0.08, 3.16, 1.11]]}